C48H120N8O16 | ωB97M-V/def2-TZVPD

Properties
- Relative energy (zero: lowest compared OMol25 entry of this formula, charge and spin): 35.6 kcal/mol
- Total charge: 0
- SMILES: COCCNCCOC.COCCNCCOC.COCCNCCOC.COCCNCCOC.COCCNCCOC.COCCNCCOC.COCCNCCOC.COCCNCCOC
- Molecular weight: 1065.5 g/mol
- LUMO: 0.6187 eV
- Spin multiplicity: 1
- HOMO: -8.19 eV

Cartesian coordinates (Å):
C1 3.800 -4.071 5.750
O1 3.543 -4.444 4.426
C2 4.586 -5.225 3.856
C3 4.078 -5.774 2.543
N1 3.655 -4.747 1.607
C4 4.764 -4.186 0.839
C5 4.376 -2.828 0.283
O2 4.122 -1.858 1.286
C6 5.272 -1.540 2.047
H1 4.539 -3.271 5.869
H2 4.155 -4.933 6.334
H3 2.852 -3.813 6.223
H4 4.826 -6.036 4.557
H5 5.505 -4.626 3.811
H6 3.233 -6.411 2.820
H7 4.785 -6.424 2.025
H8 3.237 -3.950 2.081
H9 5.025 -4.876 0.027
H10 5.691 -4.175 1.435
H11 3.442 -2.920 -0.272
H12 5.124 -2.429 -0.411
H13 5.129 -0.813 2.840
H14 6.102 -1.216 1.406
H15 5.667 -2.461 2.488
C7 -5.622 0.972 0.652
O3 -5.167 1.943 -0.267
C8 -4.334 1.414 -1.300
C9 -3.752 2.576 -2.076
N2 -2.768 3.335 -1.348
C10 -2.421 4.572 -2.045
C11 -2.202 5.680 -1.026
O4 -3.246 5.714 -0.075
C12 -2.941 6.575 1.007
H16 -6.005 1.539 1.498
H17 -4.794 0.311 0.927
H18 -6.423 0.347 0.241
H19 -5.020 0.842 -1.937
H20 -3.585 0.717 -0.903
H21 -4.682 3.120 -2.325
H22 -3.432 2.189 -3.045
H23 -3.133 3.560 -0.431
H24 -3.253 4.871 -2.688
H25 -1.543 4.469 -2.687
H26 -2.259 6.649 -1.546
H27 -1.196 5.663 -0.589
H28 -2.680 7.569 0.618
H29 -2.015 6.250 1.498
H30 -3.813 6.584 1.651
C13 -2.521 -4.703 10.573
O5 -1.547 -4.181 9.697
C14 -1.485 -2.778 9.659
C15 -0.721 -2.291 8.436
N3 -1.194 -3.005 7.247
C16 -0.394 -2.601 6.089
C17 -0.747 -3.372 4.804
O6 0.226 -4.393 4.680
C18 0.195 -5.145 3.485
H31 -2.562 -4.156 11.522
H32 -2.323 -5.742 10.821
H33 -3.477 -4.582 10.051
H34 -1.040 -2.417 10.594
H35 -2.494 -2.344 9.624
H36 0.329 -2.593 8.573
H37 -0.830 -1.213 8.337
H38 -1.021 -3.992 7.413
H39 0.677 -2.720 6.287
H40 -0.610 -1.559 5.847
H41 -0.681 -2.662 3.971
H42 -1.734 -3.847 4.810
H43 0.513 -4.533 2.637
H44 -0.759 -5.655 3.327
H45 0.964 -5.906 3.629
C19 2.407 -0.898 4.575
O7 1.452 0.047 5.008
C20 1.517 0.323 6.381
C21 0.332 1.280 6.672
N4 -0.756 1.045 5.728
C22 -1.921 1.843 5.924
C23 -2.748 1.906 4.663
O8 -1.964 2.477 3.624
C24 -2.699 2.715 2.461
H46 3.386 -0.654 5.001
H47 2.481 -0.901 3.487
H48 2.184 -1.946 4.806
H49 2.397 0.942 6.607
H50 1.553 -0.529 7.064
H51 0.665 2.324 6.647
H52 -0.091 1.059 7.657
H53 -0.382 0.898 4.806
H54 -1.705 2.903 6.148
H55 -2.569 1.569 6.764
H56 -3.654 2.515 4.789
H57 -3.162 0.940 4.344
H58 -3.279 1.845 2.126
H59 -2.025 2.889 1.616
H60 -3.352 3.594 2.518
C25 -3.522 -0.080 -5.558
O9 -4.129 1.102 -5.139
C26 -4.673 1.896 -6.181
C27 -5.230 3.214 -5.670
N5 -4.302 4.315 -5.950
C28 -4.795 5.542 -5.322
C29 -3.751 6.661 -5.360
O10 -2.581 6.223 -4.699
C30 -1.702 7.289 -4.455
H61 -3.322 -0.732 -4.706
H62 -2.566 0.122 -6.066
H63 -4.154 -0.633 -6.268
H64 -5.538 1.325 -6.555
H65 -4.047 1.958 -7.076
H66 -5.400 3.125 -4.591
H67 -6.195 3.368 -6.149
H68 -3.347 4.134 -5.672
H69 -4.986 5.351 -4.256
H70 -5.692 5.902 -5.826
H71 -4.166 7.594 -4.974
H72 -3.563 6.799 -6.434
H73 -0.880 6.894 -3.854
H74 -2.113 8.133 -3.889
H75 -1.276 7.705 -5.376
C31 1.581 2.955 -0.010
O11 2.095 1.921 -0.827
C32 3.510 1.877 -0.800
C33 4.145 0.589 -1.375
N6 3.713 0.138 -2.692
C34 4.383 0.794 -3.819
C35 5.871 0.396 -3.826
O12 6.377 0.726 -5.096
C36 7.689 0.259 -5.286
H76 1.534 2.778 1.067
H77 0.588 3.148 -0.426
H78 2.146 3.883 -0.165
H79 3.937 1.917 0.207
H80 3.938 2.676 -1.418
H81 4.010 -0.210 -0.641
H82 5.220 0.776 -1.399
H83 2.727 0.356 -2.792
H84 4.238 1.884 -3.774
H85 4.027 0.559 -4.820
H86 5.927 -0.655 -3.523
H87 6.387 0.936 -3.020
H88 8.333 0.688 -4.507
H89 8.127 0.589 -6.228
H90 7.774 -0.832 -5.266
C37 -4.411 -3.659 -2.482
O13 -3.209 -2.998 -2.800
C38 -2.404 -3.654 -3.739
C39 -1.059 -2.970 -3.766
N7 -0.189 -3.456 -4.812
C40 1.058 -2.657 -4.876
C41 2.079 -3.298 -5.810
O14 3.251 -2.522 -5.874
C42 4.333 -3.157 -6.528
H91 -4.966 -3.931 -3.389
H92 -5.049 -3.012 -1.888
H93 -4.174 -4.601 -1.977
H94 -2.853 -3.669 -4.743
H95 -2.237 -4.714 -3.505
H96 -0.583 -3.144 -2.797
H97 -1.212 -1.879 -3.818
H98 -0.612 -3.308 -5.723
H99 1.362 -2.471 -3.846
H100 0.752 -1.680 -5.275
H101 1.625 -3.431 -6.797
H102 2.368 -4.239 -5.326
H103 5.085 -2.378 -6.592
H104 4.037 -3.452 -7.540
H105 4.655 -4.048 -5.986
C43 -0.198 -0.326 2.119
O15 -0.132 -1.387 1.190
C44 0.555 -1.049 0.010
C45 -0.406 -0.471 -1.022
N8 0.229 0.156 -2.181
C46 -0.800 0.858 -2.917
C47 -0.247 1.203 -4.297
O16 0.991 1.894 -4.331
C48 0.855 3.243 -3.958
H106 0.746 0.168 2.373
H107 -0.669 -0.710 3.018
H108 -0.789 0.478 1.662
H109 1.096 -1.936 -0.325
H110 1.325 -0.296 0.221
H111 -1.073 0.252 -0.524
H112 -1.081 -1.231 -1.430
H113 0.882 0.813 -1.744
H114 -1.098 1.792 -2.415
H115 -1.745 0.322 -3.028
H116 -0.936 1.820 -4.892
H117 -0.158 0.277 -4.867
H118 0.982 3.338 -2.870
H119 -0.076 3.709 -4.291
H120 1.693 3.822 -4.356